Here is the molecule C2H7INP at a distorted geometry from OMol25. Energies are from ωB97M-V with the def2-TZVPD basis set.

The net charge is 0. The multiplicity is 1. As for the relative energy (zero: lowest compared OMol25 entry of this formula, charge and spin): 1.098 eV. The value obtained for the largest force on an atom is 3.8 eV/A. As for the SMILES: CN=[P@@H](C)I. The calculation puts the HOMO energy (alpha / beta) at -8.8 / -8.8 eV. Its LUMO energy (alpha / beta) is -2.058 / -2.138 eV. The calculation puts the HOMO-LUMO gap (alpha / beta) at 6.78 / 6.69 eV. For the total energy, the calculation gives -774.11891 hartree.

Last column: Mulliken charge in e.
Element x y z (Å)
C: -0.68603 -1.96564 0.02916  -0.596
N: -0.01248 -0.74554 -0.14282  -0.310
P: -0.56334 0.78734 -0.05037  0.211
C: 0.90697 1.78727 -0.14129  -0.947
I: -2.39748 2.94292 -1.21430  -0.276
H: -0.16354 -2.81532 -0.44495  0.234
H: -0.83438 -2.23574 1.11115  0.244
H: -1.67889 -1.75965 -0.35270  0.271
H: -1.01999 1.21914 1.24844  0.133
H: 0.85417 2.91474 -0.05824  0.335
H: 1.52378 1.45322 -0.90620  0.367
H: 1.59321 1.74581 0.75042  0.333